No. 1
Molecular formula: C27H48BN6O7P2Sn
Method: DFT, ωB97M-V/def2-TZVPD

Properties
Electronic energy: -2834.98186 Ha
Charge: +1

```
92
Properties=species:S:1:pos:R:3:forces:R:3
Sn 1.133 -0.149 -1.175 0.1 0.0 0.0
C 1.392 4.152 -2.450 0.0 0.0 0.0
C 0.587 2.937 -2.918 0.0 0.0 0.0
C -0.150 3.214 -4.227 0.0 0.0 0.0
C -0.374 2.519 -1.851 0.0 0.0 0.0
C -1.432 3.225 -1.299 0.0 0.0 0.0
C -1.970 2.433 -0.294 0.0 0.0 0.0
C -3.070 2.860 0.640 0.0 0.0 0.0
C -4.365 2.061 0.509 0.0 0.0 0.0
C -2.588 2.931 2.090 0.0 0.0 0.0
N -1.281 1.277 -0.258 0.0 0.0 0.0
N -0.297 1.341 -1.212 -0.1 0.0 0.0
B -1.383 0.015 0.633 0.0 -0.1 0.0
N -0.106 -0.073 1.529 0.0 0.0 0.0
N 1.148 -0.074 0.961 0.0 0.0 0.0
C 2.056 -0.234 1.942 0.0 0.0 0.0
C 1.380 -0.308 3.149 0.0 -0.1 0.0
C 0.026 -0.217 2.856 0.0 0.0 0.0
C -1.110 -0.301 3.831 0.0 0.0 0.0
C -1.001 0.814 4.873 0.0 0.0 0.0
C -1.108 -1.678 4.503 0.0 0.0 0.0
C 3.538 -0.306 1.717 0.0 0.0 0.0
C 4.149 1.097 1.791 0.0 0.0 0.0
C 4.195 -1.246 2.727 0.0 0.0 0.0
N -1.408 -1.293 -0.231 0.0 0.0 0.0
N -0.234 -1.703 -0.825 0.0 0.0 0.0
C -0.298 -3.015 -1.073 0.0 0.1 0.0
C -1.552 -3.460 -0.676 0.0 0.0 0.0
C -2.221 -2.369 -0.146 0.0 0.0 -0.1
C -3.651 -2.390 0.322 0.0 0.0 0.0
C -4.518 -1.531 -0.602 0.0 0.0 0.0
C -3.885 -2.077 1.804 0.0 0.0 0.0
C 0.833 -3.820 -1.631 0.0 -0.1 0.0
C 0.619 -4.113 -3.119 0.0 0.0 0.0
C 2.196 -3.200 -1.334 0.0 0.1 0.0
H 2.134 4.412 -3.203 0.0 0.0 0.0
H 1.922 3.942 -1.520 0.0 0.0 0.0
H 0.741 5.013 -2.293 0.0 0.0 0.0
H 1.279 2.115 -3.090 0.1 0.0 0.0
H -0.859 4.036 -4.110 0.0 0.0 0.0
H -0.695 2.335 -4.571 0.0 0.0 0.0
H 0.564 3.495 -5.001 0.0 0.0 0.0
H -1.764 4.212 -1.573 0.0 0.0 0.0
H -3.291 3.882 0.321 0.0 0.0 0.0
H -4.266 1.065 0.936 0.0 0.0 0.0
H -4.675 1.964 -0.532 0.0 0.0 0.0
H -5.161 2.574 1.050 0.0 0.0 0.0
H -2.404 1.935 2.493 0.0 0.0 0.0
H -3.349 3.405 2.709 0.0 0.0 0.0
H -1.669 3.512 2.176 0.0 0.0 0.0
H -2.357 0.076 1.291 0.0 0.0 0.0
H 1.816 -0.440 4.124 0.0 0.0 0.0
H -2.047 -0.188 3.286 0.0 0.0 0.0
H -0.089 0.703 5.462 0.0 0.0 0.0
H -1.848 0.770 5.558 0.0 0.0 0.0
H -0.984 1.801 4.410 0.0 0.0 0.0
H -0.207 -1.813 5.104 0.0 0.0 0.0
H -1.144 -2.484 3.768 0.0 0.0 0.0
H -1.970 -1.774 5.163 0.0 0.0 0.0
H 3.715 -0.702 0.716 0.0 0.0 0.0
H 4.022 1.511 2.793 0.0 0.0 0.0
H 3.682 1.773 1.075 0.0 0.0 0.0
H 5.215 1.052 1.571 0.0 0.0 0.0
H 4.106 -0.858 3.743 0.0 0.0 0.0
H 5.258 -1.337 2.505 0.0 0.0 0.0
H 3.753 -2.242 2.700 0.0 0.0 0.0
H -1.931 -4.465 -0.753 0.0 0.0 0.0
H -3.948 -3.431 0.176 0.0 0.0 0.0
H -4.199 -0.490 -0.582 0.0 0.0 0.0
H -5.561 -1.573 -0.284 0.0 0.0 0.0
H -4.461 -1.882 -1.632 0.0 0.0 0.0
H -3.900 -1.008 2.005 0.0 0.0 0.0
H -3.128 -2.540 2.439 0.0 0.0 0.0
H -4.856 -2.474 2.100 0.0 0.0 0.0
H 0.788 -4.773 -1.095 0.0 0.0 0.0
H 0.613 -3.200 -3.712 0.0 0.0 0.0
H -0.324 -4.639 -3.268 0.0 0.0 0.0
H 1.425 -4.740 -3.499 0.0 0.0 0.0
H 2.415 -2.354 -1.993 0.0 0.0 0.0
H 2.991 -3.914 -1.541 0.0 0.0 0.0
H 2.289 -2.904 -0.284 0.0 0.0 0.0
O 2.426 0.606 -5.120 0.0 0.0 0.0
P 2.384 -0.659 -4.189 0.2 -0.1 -0.2
O 2.335 -1.943 -4.863 0.0 0.1 0.0
O 1.241 -0.400 -3.138 -0.1 0.0 0.1
O 3.737 -0.520 -3.271 -0.1 0.1 0.1
P 3.948 0.766 -2.341 0.1 -0.1 0.0
O 5.365 0.562 -1.694 0.0 0.0 0.0
O 3.745 2.007 -3.101 0.0 0.1 0.0
O 3.000 0.527 -1.123 -0.1 0.0 0.0
H 2.847 1.373 -4.676 0.0 0.0 0.0
H 6.076 1.002 -2.179 0.0 0.0 0.0
```
Forces are in eV/Å.

=====

No. 2
Molecular formula: C35H49BCl2F2N3O9PS2
Method: DFT, ωB97M-V/def2-TZVPD

Properties
Electronic energy: -4487.22807 Ha
Charge: 0
Structure (SMILES): CC[C@@H](F)c1cc2c(c([C@@H](Cl)[C@H](C)Cl)c1C)Sc1c(B(O)N(C)C)c([PH2]=N)c(CCCF)c(S)c1N2CCCOC(C)=O.O=C1OCCO1.O=C1OCCO1

```
104
Properties=species:S:1:pos:R:3:forces:R:3
C -1.918 6.481 0.209 -0.5 0.7 -0.2
C -0.874 7.444 0.793 -0.3 -0.2 -0.2
C 0.328 6.775 1.487 -0.6 0.4 -0.1
F -0.023 6.608 2.838 0.1 0.0 -0.1
C 0.677 5.416 0.923 0.4 0.0 0.1
C 0.180 4.308 1.555 -0.6 0.2 0.8
C 0.461 3.026 1.135 -0.4 0.5 0.5
C 1.272 2.864 0.038 0.1 -1.3 -0.3
C 1.814 3.959 -0.645 0.2 -0.4 -0.3
C 2.740 3.808 -1.846 -0.8 0.1 -0.3
Cl 4.403 3.319 -1.323 -0.3 0.1 0.1
C 2.166 2.928 -2.998 0.9 -1.2 -0.4
C 3.043 1.721 -3.381 0.2 0.0 -0.3
Cl 1.997 3.886 -4.531 -0.2 0.2 0.4
C 1.502 5.227 -0.188 0.4 1.5 -0.5
C 2.062 6.493 -0.845 -0.1 -0.2 1.0
S 1.635 1.186 -0.455 0.0 0.2 0.0
C 0.121 0.359 0.029 1.0 1.0 -0.2
C -0.309 -0.754 -0.679 -0.1 -0.3 -0.8
B 0.525 -1.299 -1.912 0.4 -0.2 -0.4
O 1.929 -1.166 -1.919 -0.5 -0.4 0.8
N -0.096 -1.973 -3.034 0.8 0.3 0.5
C -0.386 -1.068 -4.149 -1.2 -0.9 -0.6
C 0.638 -3.157 -3.459 -0.1 -0.2 -0.3
C -1.477 -1.394 -0.250 -0.4 -0.9 0.9
P -2.124 -2.907 -1.085 -0.4 1.0 -2.3
N -2.923 -2.575 -2.403 -0.2 0.0 0.7
C -2.212 -0.900 0.851 -0.2 -0.6 0.4
C -3.509 -1.542 1.324 -0.5 0.4 -0.1
C -4.675 -1.089 0.394 0.9 -0.6 0.0
C -5.926 -1.931 0.494 -0.6 0.9 -0.9
F -6.537 -1.857 1.747 0.4 -0.3 0.1
C -1.727 0.217 1.513 -0.5 0.9 0.1
S -2.616 0.886 2.930 -0.2 -0.1 0.3
C -0.545 0.858 1.121 -0.8 -0.1 0.9
N -0.136 1.978 1.904 1.1 -0.7 -0.9
C 0.649 1.620 3.114 0.3 0.4 -0.3
C 2.090 1.118 2.896 0.3 -0.5 0.6
C 2.144 -0.409 2.762 -0.3 0.3 1.0
O 3.419 -0.834 2.245 -0.3 -0.4 -1.1
C 3.479 -2.169 2.047 0.1 -1.8 1.0
C 4.196 -2.671 0.794 0.1 1.0 0.6
O 3.010 -2.983 2.828 0.1 1.1 -0.7
H -1.528 5.823 -0.574 0.1 -0.1 0.3
H -2.685 7.100 -0.279 0.1 -0.2 0.1
H -2.459 5.916 0.976 0.4 -0.1 -0.1
H -0.552 8.128 -0.003 0.2 -0.2 0.1
H -1.372 8.077 1.538 0.2 -0.1 0.0
H 1.158 7.487 1.487 0.1 -0.3 0.1
H -0.444 4.430 2.437 0.1 -0.1 -0.2
H 2.865 4.799 -2.272 0.1 -0.3 0.0
H 1.179 2.525 -2.773 0.0 0.5 0.1
H 4.002 2.047 -3.799 -0.2 0.1 0.1
H 3.251 1.074 -2.529 -0.1 0.1 -0.1
H 2.556 1.120 -4.157 -0.1 0.2 0.2
H 3.022 6.327 -1.332 -0.3 0.2 -0.2
H 2.262 7.195 -0.027 0.1 0.0 -0.3
H 1.321 6.982 -1.485 0.3 -0.2 -0.2
H 2.368 -1.991 -1.682 0.3 0.1 -0.3
H 0.416 -1.108 -4.904 0.1 0.4 0.4
H -0.631 -0.048 -3.838 0.3 -0.1 0.1
H -1.284 -1.454 -4.662 0.1 0.2 0.1
H 1.516 -2.914 -4.083 -0.1 -0.1 0.2
H 0.000 -3.838 -4.041 0.0 0.3 0.1
H 0.948 -3.734 -2.577 0.1 0.1 -0.2
H -2.968 -3.641 -0.227 0.8 -0.1 0.4
H -1.024 -3.746 -1.408 -0.1 0.0 0.8
H -2.945 -1.568 -2.528 -0.1 -0.1 -0.3
H -3.775 -1.195 2.324 0.3 -0.1 -0.1
H -3.422 -2.629 1.411 -0.1 0.2 -0.3
H -4.332 -1.167 -0.648 -0.3 -0.1 0.1
H -4.840 -0.019 0.573 -0.3 -0.2 0.1
H -6.651 -1.523 -0.221 0.1 -0.1 0.2
H -5.769 -2.970 0.176 0.2 0.0 0.6
H -3.143 2.043 2.463 0.5 -0.3 -0.3
H 0.725 2.546 3.696 -0.3 -0.3 0.1
H 0.079 0.868 3.668 0.0 0.3 0.1
H 2.632 1.334 3.830 0.0 0.1 -0.2
H 2.641 1.633 2.107 -0.3 -0.1 -0.1
H 1.319 -0.822 2.170 0.3 0.1 -0.2
H 2.040 -0.825 3.773 -0.1 0.0 -0.2
H 4.630 -3.654 0.970 -0.2 0.1 0.1
H 4.975 -1.951 0.523 -0.3 -0.2 -0.4
H 3.427 -2.771 0.023 0.3 0.2 -0.1
O -6.196 -2.198 -2.517 -0.1 0.1 -0.1
C -6.860 -3.173 -2.630 0.2 0.1 -0.1
O -8.178 -3.250 -2.297 0.2 -0.1 0.0
C -8.678 -4.495 -2.783 -0.3 -0.1 0.0
C -7.427 -5.338 -2.872 0.0 -0.3 0.0
O -6.410 -4.363 -3.104 -0.2 0.1 0.1
H -9.418 -4.908 -2.101 0.0 0.2 0.1
H -9.143 -4.333 -3.757 0.1 0.0 0.0
H -7.208 -5.861 -1.938 0.0 0.0 0.0
H -7.462 -6.062 -3.683 0.2 0.1 -0.1
O 8.733 -6.913 3.880 0.0 0.0 0.0
C 7.921 -6.053 3.965 0.1 -0.1 0.0
O 7.764 -5.244 5.046 -0.1 -0.1 -0.2
C 6.857 -4.202 4.684 -0.1 0.3 0.2
C 6.079 -4.825 3.550 -0.3 0.1 -0.1
O 7.021 -5.744 2.994 0.1 0.1 0.2
H 6.226 -3.926 5.526 0.1 -0.1 0.1
H 7.430 -3.328 4.369 0.0 0.0 0.0
H 5.205 -5.379 3.896 0.0 0.0 0.0
H 5.764 -4.097 2.808 0.1 -0.1 -0.1
```
Forces are in eV/Å.

=====

No. 3
Molecular formula: C5H5FO3
Method: DFT, ωB97M-V/def2-TZVPD

Properties
Electronic energy: -519.06806 Ha
Charge: 0
Structure (SMILES): C=C1OC(=O)O[C@]1(C)F

```
14
Properties=species:S:1:pos:R:3:forces:R:3
C -1.090 -0.783 -1.508 0.4 1.8 0.0
C 0.134 -0.239 -1.501 1.5 -1.1 1.4
O 0.862 0.265 -2.540 0.6 -0.4 0.1
C 2.263 0.356 -2.249 -1.2 0.9 0.3
O 3.047 0.723 -3.043 0.2 -0.1 -1.0
O 2.533 0.171 -0.977 -3.4 -1.8 2.2
C 1.138 -0.430 -0.262 1.0 0.5 -2.0
C 0.939 0.250 1.077 -0.6 -1.5 -3.0
F 1.350 -1.761 -0.077 0.1 0.7 -0.2
H -1.792 -0.704 -2.327 0.4 -0.1 -0.3
H -1.553 -0.942 -0.551 0.2 -0.6 0.3
H 1.079 1.246 0.922 -0.8 3.2 -0.5
H 1.755 0.087 1.644 2.8 -1.5 2.1
H 0.064 -0.095 1.553 -1.1 0.0 0.4
```
Forces are in eV/Å.

=====

No. 4
Molecular formula: C3H8N2O
Method: DFT, ωB97M-V/def2-TZVPD

Properties
Electronic energy: -303.79434 Ha
Charge: 0
Structure (SMILES): CNC(=O)CN

```
14
Properties=species:S:1:pos:R:3:forces:R:3
C 0.699 1.527 -1.925 -0.8 4.0 4.5
N -0.175 0.889 -0.844 0.3 0.7 -3.4
C 0.214 0.069 0.152 2.9 1.3 3.9
O 1.260 0.257 0.905 -4.2 -1.4 -3.3
C -1.055 -0.842 0.477 3.0 0.7 -0.9
N -0.893 -1.801 1.437 1.2 -4.3 3.9
H 0.343 2.526 -2.373 0.0 -2.0 0.7
H 1.008 0.815 -2.523 0.6 -3.5 -4.0
H 1.658 1.733 -1.482 0.3 0.7 0.8
H -0.908 0.425 -1.375 -0.3 0.3 0.4
H -1.770 -0.089 0.782 -0.7 -0.2 -0.2
H -1.249 -1.401 -0.416 -0.8 0.3 -0.9
H -0.303 -2.704 1.454 -1.3 2.0 -2.0
H -0.525 -1.506 2.317 -0.3 1.3 0.7
```
Forces are in eV/Å.

=====

No. 5
Molecular formula: C4H13NO3
Method: DFT, ωB97M-V/def2-TZVPD

Properties
Electronic energy: -440.19724 Ha
Charge: +1
<S²>: 1.024
Spin multiplicity: 2

```
21
Properties=species:S:1:pos:R:3:forces:R:3
C 0.050 1.919 -0.017 -0.5 2.5 2.1
C -0.116 0.606 0.432 0.8 -1.9 -0.2
N -1.409 -0.015 0.117 -1.5 -0.2 1.3
C -2.670 0.745 0.068 0.5 0.0 -0.6
C -1.595 -1.333 0.644 0.0 -0.3 0.6
O 0.746 -0.116 0.899 -0.5 0.2 -0.1
H 0.947 2.452 0.291 0.2 -0.4 -0.2
H -0.672 2.574 -0.484 -0.3 -0.5 -0.3
H -0.892 1.682 1.844 0.8 0.6 -1.5
H -2.953 0.881 1.116 -0.3 0.1 -0.1
H -3.419 0.175 -0.477 0.0 -0.2 0.2
H -2.562 1.700 -0.431 0.1 0.1 0.1
H -2.421 -1.831 0.140 0.4 -0.2 -0.3
H -0.648 -1.844 0.776 -0.1 -0.3 -0.6
H -1.941 -1.294 1.702 0.0 0.6 -0.2
H 2.648 0.037 -0.041 -0.6 -0.2 0.3
H 3.505 0.288 -1.262 0.1 0.0 -0.3
O 3.550 0.157 -0.315 0.5 0.2 0.0
H 1.549 -2.254 -1.691 0.1 -0.1 -0.1
H 0.865 -1.470 -0.580 0.4 -0.1 -0.1
O 0.849 -1.616 -1.533 -0.3 0.2 0.1
```
Forces are in eV/Å.

=====

No. 6
Molecular formula: C3H8NS2
Method: DFT, ωB97M-V/def2-TZVPD

Properties
Electronic energy: -969.89158 Ha
Charge: +1

```
14
Properties=species:S:1:pos:R:3:forces:R:3
C 0.593 0.744 1.254 -2.5 0.8 -1.0
C 0.695 0.971 -0.289 0.8 0.5 0.5
C 0.428 -0.382 0.289 -1.3 -0.2 -2.1
N -1.258 -0.964 -0.161 3.3 1.4 -2.4
S -0.500 1.919 -1.196 -0.5 -0.2 0.1
S 1.583 -1.655 0.084 -0.1 -0.7 3.1
H 1.515 0.637 1.758 0.6 0.3 1.0
H -0.342 1.230 1.749 2.0 -1.0 -0.8
H 1.674 1.206 -0.786 -0.8 -0.8 0.9
H -1.309 -0.789 -1.249 -0.2 -0.5 2.8
H -1.962 -0.507 0.360 -1.1 0.8 0.5
H -1.265 -1.928 0.069 0.1 -1.3 0.1
H -1.529 1.218 -0.701 -0.2 0.6 -0.1
H 1.678 -1.699 -1.180 0.0 0.3 -2.4
```
Forces are in eV/Å.

=====

No. 7
Molecular formula: C3H7NO2
Method: DFT, ωB97M-V/def2-TZVPD

Properties
Electronic energy: -323.69387 Ha
Charge: 0
Structure (SMILES): NC(=O)CCO

```
13
Properties=species:S:1:pos:R:3:forces:R:3
N 0.254 0.182 -1.815 0.0 0.1 0.6
C -0.674 -0.345 -0.858 1.0 -3.0 1.4
O -1.107 -1.448 -1.092 -1.1 -0.7 -2.6
C -0.698 -0.405 0.741 0.3 1.2 -0.2
C 0.265 0.564 1.330 -0.2 0.5 0.5
O 1.585 0.291 0.913 0.2 0.1 -0.2
H 0.236 1.079 -2.291 -0.3 -0.1 0.7
H 0.498 -0.583 -2.450 -0.4 0.4 0.1
H -0.395 -1.433 1.056 -0.2 0.8 -0.8
H -1.741 -0.293 1.069 0.3 0.3 -0.1
H -0.068 1.568 1.039 0.3 0.2 0.3
H 0.246 0.462 2.414 0.1 0.3 0.1
H 1.600 0.359 -0.056 0.0 -0.1 0.2
```
Forces are in eV/Å.

=====

No. 8
Molecular formula: C8H10
Method: DFT, ωB97M-V/def2-TZVPD

Properties
Electronic energy: -310.76396 Ha
Charge: 0
Structure (SMILES): CCc1ccccc1

```
18
Properties=species:S:1:pos:R:3:forces:R:3
C -2.034 0.823 -1.437 0.9 -0.4 -0.4
C -0.658 1.361 -0.915 -0.1 -6.1 -1.4
C 0.140 0.279 -0.168 0.6 1.0 1.3
C 0.979 0.709 0.886 -0.7 4.6 0.0
C 1.758 -0.050 1.642 1.0 -5.3 1.3
C 1.658 -1.530 1.437 -2.9 4.7 -3.3
C 0.768 -1.985 0.424 0.6 -2.4 1.0
C 0.059 -1.083 -0.336 -2.7 0.9 -2.3
H -2.630 0.385 -0.661 -0.1 0.1 1.2
H -2.069 -0.098 -2.144 0.5 2.4 0.2
H -2.521 1.768 -1.668 -0.7 -0.6 -1.2
H -0.823 2.095 -0.277 -1.0 3.4 3.1
H 0.006 1.749 -1.631 0.5 0.5 -1.6
H 1.042 1.827 1.278 -0.5 -2.0 -1.6
H 2.376 0.335 2.484 -0.5 -0.3 -0.9
H 2.230 -2.107 2.004 2.2 -2.8 2.3
H 0.493 -3.116 0.186 1.1 2.4 0.9
H -0.773 -1.362 -1.104 1.9 -0.2 1.4
```
Forces are in eV/Å.